Here is a 2-piece molecular cluster, C24H28O5S2 overall in a non-equilibrium geometry from the Open Molecules 2025 dataset. Energies are from wB97M-V/def2-TZVPD.

For the HOMO energy, the calculation gives -5.28 eV. The HOMO-LUMO gap is 2.850 eV. Its net charge is 0. The value obtained for the calculated total energy is -2103.80921 hartree.

Element x y z (Å)
C (-3.68983, -2.01123, 2.13896)
C (-2.26043, -2.21271, 1.71668)
O (-1.64563, -0.89448, 1.77572)
C (-0.43220, -0.81524, 1.20620)
C (0.23843, 0.50113, 1.27409)
C (-0.50540, 1.75915, 1.42564)
O (0.00588, 2.87783, 1.50956)
O (-1.84157, 1.64268, 1.50215)
C (-2.52318, 2.89826, 1.77631)
C (-3.87881, 2.46609, 2.25687)
C (1.65356, 0.54039, 1.28589)
C (2.40577, 1.74652, 1.10194)
C (3.76858, 1.79010, 1.24840)
C (4.50128, 0.62538, 1.60596)
O (5.82805, 0.76843, 1.85366)
C (6.60307, -0.35427, 2.34788)
C (3.80335, -0.60380, 1.70992)
C (2.42824, -0.63025, 1.55553)
O (0.07269, -1.80069, 0.65402)
H (-4.25285, -2.94921, 2.05320)
H (-3.75404, -1.67804, 3.18293)
H (-4.18551, -1.26256, 1.50934)
H (-1.71902, -2.88581, 2.40084)
H (-2.19065, -2.59584, 0.68886)
H (-1.99017, 3.46327, 2.55501)
H (-2.55556, 3.48920, 0.84844)
H (-4.47002, 3.31824, 2.60761)
H (-4.44188, 1.94827, 1.46742)
H (-3.76068, 1.76741, 3.09583)
H (1.86543, 2.66117, 0.89583)
H (4.29823, 2.73267, 1.12100)
H (7.60615, 0.06150, 2.45699)
H (6.24057, -0.70604, 3.32307)
H (6.61917, -1.18577, 1.63240)
H (4.34190, -1.52279, 1.94299)
H (1.91927, -1.58087, 1.64709)
C (-4.46202, -0.33065, -1.59951)
C (-3.79139, 0.83878, -1.98084)
C (-2.46767, 0.78132, -2.40457)
C (-1.77581, -0.44372, -2.42316)
C (-0.37946, -0.50838, -2.85645)
S (0.34171, -2.04917, -2.99581)
C (2.13538, -1.76031, -3.04282)
C (2.53097, -0.74358, -4.10055)
C (2.12691, 0.64399, -3.64207)
S (0.33516, 0.91394, -3.47607)
C (-2.46697, -1.61889, -2.07339)
C (-3.79201, -1.56083, -1.64929)
H (-5.50554, -0.28698, -1.27111)
H (-4.31638, 1.79824, -1.95872)
H (-1.97595, 1.69114, -2.75291)
H (2.44250, -1.45988, -2.03407)
H (2.53225, -2.76221, -3.25932)
H (3.61947, -0.76670, -4.21656)
H (2.07694, -0.98511, -5.06852)
H (2.56135, 0.89491, -2.66470)
H (2.41689, 1.41464, -4.37179)
H (-1.97609, -2.58852, -2.16401)
H (-4.31242, -2.48011, -1.36799)

Atomic partial charges in e from the natural (NBO) method, atoms 1 to 4: -0.625 -0.070 -0.514 0.777